Entry from the Open Molecules 2025 dataset: a structure of composition C22H45ClO10S4Ta in a non-equilibrium geometry (ωB97M-V/def2-TZVPD).

Geometry as ORCA input:
```
! RIJCOSX wB97M-V def2-TZVPD def2/J DEFGRID3
* xyz -1 1
C -1.39308 2.28439 -1.52194
C -2.72174 1.53164 -1.58908
C -2.86914 0.70496 -2.86255
O -1.94500 -0.37957 -2.99176
C -1.10566 -0.23525 -4.04613
O -1.54874 -0.00448 -5.14581
C 0.38471 -0.34549 -3.87217
S 1.06382 -1.92240 -3.25211
Ta 0.43274 -2.64918 -0.91706
C 1.36554 -4.69299 -1.37538
C 0.69941 -5.96814 -0.82029
C -0.80831 -6.12176 -0.99695
S -1.38174 -6.11108 -2.71820
C 2.31553 -1.80578 0.09874
C 2.73769 -0.42554 -0.47103
C 3.45625 0.48872 0.56248
C 2.68227 1.79617 0.85554
S 2.35702 2.02651 2.58202
O 1.63648 3.24925 2.78665
O 1.84406 0.83244 3.17960
Cl 4.26317 2.30919 3.30302
O -2.85905 0.65017 -0.46508
C -3.17571 1.29197 0.66674
O -3.52806 2.44743 0.70748
C -3.04362 0.44471 1.90210
S -1.27866 0.22248 2.30129
H -1.51699 3.32912 -1.22592
H -0.82826 2.23129 -2.45362
H -0.76731 1.82287 -0.74933
H -3.56861 2.22049 -1.62913
H -3.87037 0.26219 -2.82985
H -2.80232 1.37503 -3.71971
H 0.78358 0.48828 -3.28648
H 0.76892 -0.24118 -4.88601
H -1.22083 -3.21238 -1.54198
H -0.44207 -1.03858 -0.57431
H -0.16103 -3.23566 0.70610
H 1.56594 -4.78156 -2.45094
H 2.35080 -4.62589 -0.89082
H 1.14038 -6.84375 -1.32164
H 0.94339 -6.05992 0.24315
H -1.38443 -5.40835 -0.40544
H -1.07807 -7.12556 -0.64834
H -0.47613 -5.30372 -3.28173
H 2.07426 -1.63847 1.15976
H 3.15320 -2.51383 0.09136
H 3.41512 -0.61632 -1.30835
H 1.84237 0.06884 -0.86293
H 3.60275 -0.04436 1.50146
H 4.41249 0.78155 0.12220
H 3.24494 2.68582 0.56185
H 1.70730 1.81335 0.36089
H -3.51424 -0.53202 1.78889
H -3.52216 0.99022 2.71158
H -1.34829 0.65925 3.56695
O -4.45346 6.25556 -4.84998
C -3.97006 6.67497 -3.83548
O -3.04226 5.93521 -3.20033
C -2.28422 6.42640 -2.09000
C -3.02023 6.24145 -0.77821
C -4.43232 7.97652 -3.21704
H -1.98216 7.46147 -2.25810
H -1.37238 5.83129 -2.07745
H -3.94941 6.81204 -0.75480
H -2.39661 6.56365 0.05603
H -3.27714 5.19131 -0.63337
H -5.31822 7.77802 -2.61544
H -4.70031 8.65383 -4.02401
H -3.68633 8.47067 -2.60019
O 1.70329 -3.85062 2.59185
C 2.40988 -3.61578 3.52302
O 3.38463 -4.51017 3.85053
C 4.38810 -4.23491 4.82191
C 3.92391 -4.55078 6.22998
C 2.20766 -2.39240 4.38911
H 4.74634 -3.20797 4.72983
H 5.22249 -4.88320 4.55498
H 3.07936 -3.92682 6.52220
H 4.73325 -4.39100 6.94419
H 3.60121 -5.59023 6.29253
H 1.44297 -2.61701 5.13231
H 1.85167 -1.58307 3.75413
H 3.10586 -2.04358 4.89397
*
```

Calculated values
LUMO energy (Eh): 0.0714
Highest occupied orbital energy (eV): -4.73
Kohn-Sham gap (hartree): 0.2452

Entry from the Open Molecules 2025 dataset: a structure of composition C22H45HfN2OP3 in a non-equilibrium geometry (ωB97M-V/def2-TZVPD).

Geometry as ORCA input:
```
! RIJCOSX wB97M-V def2-TZVPD def2/J DEFGRID3
* xyz 4 1
Hf 0.10053 -0.05558 0.61026
P 1.90384 -1.11467 2.42091
P 1.81639 2.02498 0.41055
P -0.66450 -2.63764 0.17326
H -0.40959 1.74682 -8.25597
C -1.36096 1.21092 -8.14381
C -2.48882 1.84050 -7.79595
H -2.51008 2.92424 -7.62969
C 3.31545 -2.01764 1.65497
C 2.81665 0.00367 3.55526
C 1.27860 -2.35810 3.61640
C 1.13050 3.12364 -0.88497
C 2.26834 3.20800 1.71921
C 3.45604 1.60317 -0.30428
C -1.92473 -2.66350 -1.15815
C -1.43273 -3.67504 1.46751
C 0.62599 -3.74369 -0.51860
H -1.34907 0.13084 -8.34517
H -3.44168 1.30345 -7.71420
H 4.00795 -2.35180 2.44232
H 3.84167 -1.34848 0.96018
H 2.94823 -2.88663 1.09241
H 3.51520 -0.59310 4.16129
H 2.11429 0.51322 4.23096
H 3.38472 0.75826 2.99482
H 1.93320 -3.24123 3.64177
H 0.26366 -2.67064 3.33730
H 1.24426 -1.91095 4.61974
H 1.62466 4.10430 -0.87498
H 0.05722 3.25602 -0.69524
H 1.24356 2.66706 -1.87571
H 3.20660 3.72134 1.46555
H 2.39564 2.68691 2.67580
H 1.47163 3.95499 1.82824
H 3.95428 2.51849 -0.65893
H 3.30792 0.90974 -1.14282
H 4.08905 1.10962 0.44770
H -2.46576 -3.61895 -1.15580
H -1.44461 -2.51651 -2.13351
H -2.64277 -1.84649 -1.01351
H -2.17116 -4.35295 1.01694
H -1.94359 -3.03247 2.19659
H -0.67166 -4.26788 1.99071
H 0.15765 -4.54271 -1.11215
H 1.23029 -4.19139 0.28269
H 1.28264 -3.14403 -1.16164
C -0.63010 0.42334 -2.44791
C 0.51452 -0.01817 -3.14568
C 0.45870 -0.13558 -4.52637
C -0.70689 0.18172 -5.20705
C -1.82423 0.64037 -4.51687
C -1.80714 0.76450 -3.13628
O -0.65346 0.47166 -1.10441
H 1.33890 -0.70013 -0.49396
H 1.39638 -0.31544 -2.57819
H 1.33364 -0.47997 -5.06477
H -0.73878 0.09748 -6.28708
H -2.72368 0.91172 -5.05776
H -2.67094 1.07097 -2.54510
C -1.46572 2.53743 5.47591
C -1.64481 1.68965 4.28189
C -2.79078 1.04474 3.83770
C -2.47886 0.40095 2.64423
N -1.16661 0.64339 2.35305
N -0.69221 1.42776 3.37453
C -3.38599 -0.41201 1.80956
H -2.13921 3.40361 5.41765
H -1.73764 1.97260 6.37738
H -0.43890 2.90238 5.58756
H -3.74916 1.05543 4.32511
H 0.26939 1.75531 3.40109
H -3.76911 -1.26931 2.38791
H -4.25492 0.19331 1.50364
H -2.90731 -0.79582 0.89594
*
```

Calculated values
LUMO energy (spin up / spin down) (Eh): -0.6246 / -0.6249
Highest occupied orbital energy (spin up / spin down) (eV): -19.80 / -19.80
Energy above the lowest of the compared OMol25 structures with the same formula, charge and spin (kJ/mol): 122.4
Kohn-Sham gap (spin up / spin down) (hartree): 0.1030 / 0.1026

Entry from the Open Molecules 2025 dataset: a structure of composition C22H45N2OP3SeYb in a non-equilibrium geometry (ωB97M-V/def2-TZVPD).

Geometry as ORCA input:
```
! RIJCOSX wB97M-V def2-TZVPD def2/J DEFGRID3
* xyz 3 2
Yb 0.27522 -0.00941 -0.10437
P 0.70673 -2.77239 -0.72481
P 2.87118 -0.29955 1.43132
P -2.56664 0.25712 -0.34285
H 2.03414 3.48469 -0.17166
C 0.96979 3.48384 0.02202
C 0.45917 3.25294 1.23566
H 1.07448 3.10153 2.11080
C 1.32704 -2.47536 -2.44361
C 1.85897 -4.08803 -0.21725
C -0.79139 -3.69063 -1.24045
C 3.48575 1.23347 2.27685
C 3.58544 -1.58188 2.57670
C 4.11086 -0.40747 0.07066
C -3.13327 1.98374 -0.06602
C -4.05812 -0.78717 -0.08902
C -2.60808 0.33038 -2.15414
H 0.34537 3.62711 -0.84984
H -0.60427 3.25509 1.43300
H 1.59290 -3.41401 -2.97924
H 2.22149 -1.83462 -2.41290
H 0.53476 -1.96726 -3.01237
H 1.65185 -4.99663 -0.82678
H 1.75202 -4.32309 0.85232
H 2.89374 -3.75554 -0.38343
H -0.51219 -4.68303 -1.64840
H -1.33655 -3.11921 -2.00779
H -1.46877 -3.82150 -0.38910
H 4.54808 1.40946 2.05371
H 3.34508 1.14495 3.35777
H 2.89036 2.08222 1.91977
H 4.68826 -1.50251 2.61879
H 3.30511 -2.57729 2.20160
H 3.15467 -1.47635 3.58724
H 5.13273 -0.34773 0.48301
H 3.94439 0.42580 -0.62837
H 3.98145 -1.35019 -0.48615
H -3.77724 2.32089 -0.89306
H -2.24714 2.63431 -0.00108
H -3.67014 2.02598 0.88592
H -4.86802 -0.43776 -0.75573
H -4.35159 -0.74475 0.97210
H -3.78507 -1.82704 -0.33966
H -3.58610 0.66151 -2.52561
H -2.34261 -0.64031 -2.58741
H -1.83793 1.03730 -2.46453
C -0.50803 0.83277 -4.68347
C 0.08541 0.18178 -5.78808
C 0.03138 0.84807 -7.02603
C -0.57161 2.11512 -7.18245
C -1.33589 2.58997 -6.11296
C -1.41222 1.88036 -4.89778
O -0.13757 0.62202 -3.34645
H 0.68293 0.12326 -3.15289
H 0.59291 -0.79412 -5.66346
H 0.51803 0.39773 -7.89914
H -0.48738 2.69596 -8.11841
H -1.82804 3.55114 -6.19809
H -2.07608 2.23247 -4.10467
C 1.44344 -0.32006 5.36906
N 0.12243 0.23923 5.13557
C -0.47985 1.22025 5.91096
C -1.76818 1.33543 5.47852
N -1.93728 0.42508 4.44019
C -3.21305 0.11062 3.81080
C -0.73222 -0.17132 4.13696
Se -0.37288 -1.30739 2.71998
H 1.41916 -1.38949 5.13305
H 1.69399 -0.18214 6.42942
H 2.20736 0.17519 4.75581
H 0.05205 1.71454 6.70547
H -2.57105 1.96711 5.83114
H -4.00043 0.15589 4.58400
H -3.45272 0.82566 3.00796
H -3.16053 -0.89677 3.38137
*
```

Calculated values
LUMO energy (spin up / spin down) (Eh): -0.3047 / -0.4484
<S²>: 0.7681
Highest occupied orbital energy (spin up / spin down) (eV): -14.85 / -14.85
Kohn-Sham gap (spin up / spin down) (hartree): 0.2410 / 0.0972